Record 1
{
  "formula": "C5H5IO3S3",
  "method": "the ωB97M-V functional and the def2-TZVPD basis",
  "homo_energy_ev": -9.82,
  "gap_ev": 9.54,
  "total_energy_ev": -52013.316,
  "e_lumo_ev": -0.285,
  "total_charge": 0,
  "relative_energy_kcal_mol": 0.0,
  "symbols": ["C", "C", "C", "C", "C", "O", "O", "O", "S", "S", "S", "I", "H", "H", "H", "H", "H"],
  "coordinates": [[-1.1986, -2.4067, 0.5420], [1.7694, 0.3220, -0.1693], [0.8068, -0.7510, -0.5065], [-0.6334, -0.1554, -0.7891], [-0.9453, 0.8412, 0.3769], [-1.6893, -3.3019, 1.1444], [0.9355, 2.0912, 1.8501], [0.6622, 2.7002, -0.5434], [0.3717, -1.7808, 1.0503], [-1.8350, -1.5120, -0.8904], [0.6336, 1.7016, 0.5150], [-2.2861, 2.3426, -0.4286], [2.4522, -0.0955, 0.6434], [2.2275, 0.7899, -1.0046], [0.9092, -1.5401, -1.2543], [-0.6580, 0.4048, -1.6393], [-1.5223, 0.3498, 1.1033]],
  "atomic_forces_ev_per_a": [[0.75, 0.69, -0.26], [-0.44, -0.41, 2.55], [-3.65, -1.61, 0.69], [0.60, -1.30, 3.00], [-0.20, 0.63, -3.25], [-0.82, -0.32, -0.22], [0.07, -0.14, 0.53], [0.12, -0.97, 0.76], [1.33, 0.53, -0.42], [-0.08, 0.02, 0.11], [1.30, 0.23, -0.86], [-0.41, -0.29, 0.37], [-0.49, 1.22, -1.16], [0.67, 0.26, -0.61], [1.09, 0.53, -0.19], [0.02, 1.11, -2.80], [0.15, -0.18, 1.74]]
}



Record 2
{
  "formula": "C8H22F24N4O27S8",
  "method": "the ωB97M-V functional and the def2-TZVPD basis",
  "homo_energy_ev": -1.84,
  "gap_ev": 7.71,
  "total_energy_ev": -221791.557,
  "e_lumo_ev": 5.873,
  "total_charge": -4,
  "symbols": ["C", "F", "F", "F", "S", "O", "O", "N", "S", "O", "O", "C", "F", "F", "F", "C", "F", "F", "F", "S", "O", "O", "N", "S", "O", "O", "C", "F", "F", "F", "C", "F", "F", "F", "S", "O", "O", "N", "S", "O", "O", "C", "F", "F", "F", "C", "F", "F", "F", "S", "O", "O", "N", "S", "O", "O", "C", "F", "F", "F", "O", "H", "H", "O", "H", "H", "O", "H", "H", "O", "H", "H", "O", "H", "H", "O", "H", "H", "O", "H", "H", "O", "H", "H", "O", "H", "H", "O", "H", "H", "O", "H", "H"],
  "coordinates": [[-1.4005, -1.2821, 1.7146], [-1.5063, -1.8759, 2.9205], [-0.4700, -1.8153, 0.9419], [-2.6453, -1.2635, 1.1476], [-0.9784, 0.6177, 2.0510], [-2.2318, 1.1661, 2.6252], [0.0797, 0.4855, 2.9961], [-0.7481, 1.3460, 0.4898], [0.8144, 1.7405, 0.5694], [0.9464, 2.7858, 1.5933], [1.6716, 0.5338, 0.6788], [1.1235, 2.5545, -1.1645], [2.3091, 2.2113, -1.6631], [0.2088, 2.2032, -2.0360], [1.0474, 3.8677, -1.1782], [2.0916, 11.3796, -1.8624], [1.5122, 12.4300, -2.4399], [3.1203, 11.7337, -1.1599], [1.2835, 10.7574, -1.0043], [2.6949, 10.0523, -3.2215], [2.6882, 10.7807, -4.4742], [3.9687, 9.5474, -2.8198], [1.3954, 8.8197, -3.2723], [1.7908, 7.8921, -2.1103], [2.4393, 8.4067, -0.9162], [0.6108, 7.0350, -1.7945], [3.1780, 6.7895, -2.9427], [4.2872, 6.7891, -2.1823], [2.7739, 5.5139, -2.9729], [3.3424, 7.0837, -4.2359], [-2.6633, -5.5351, 2.9632], [-3.5741, -6.3237, 2.4264], [-2.3875, -4.4825, 2.2073], [-2.8838, -5.1443, 4.2578], [-1.0252, -6.6461, 3.0034], [-0.8687, -7.3632, 1.7165], [0.0254, -5.6322, 3.3044], [-1.2048, -7.7329, 4.4219], [-1.9340, -9.0309, 3.8853], [-2.5189, -9.6936, 5.0452], [-2.8478, -8.9414, 2.7328], [-0.3766, -10.0651, 3.1363], [0.7634, -9.2997, 3.0845], [-0.1843, -11.1486, 3.8704], [-0.5676, -10.3563, 1.8193], [-0.0850, -4.7929, -5.2447], [1.0737, -5.1802, -4.7049], [-0.3664, -3.5978, -4.7187], [0.0761, -4.7726, -6.6536], [-1.4853, -6.1750, -4.8104], [-2.6448, -5.8046, -5.5915], [-0.9220, -7.4216, -5.2727], [-1.6280, -6.0748, -3.0347], [-2.8763, -5.1620, -2.8054], [-2.7725, -3.8950, -3.5749], [-4.1628, -5.8911, -2.8962], [-2.7233, -4.6210, -0.9677], [-3.6611, -3.8108, -0.5982], [-2.6968, -5.7384, -0.2316], [-1.5942, -3.9139, -0.8646], [0.9223, 1.9620, 5.4474], [0.6876, 1.3758, 4.7280], [0.3839, 2.7410, 5.3076], [-0.6318, 4.2122, 4.1945], [-0.6698, 3.7413, 3.3620], [-0.3850, 5.1052, 3.9541], [4.9651, 1.7251, -2.5033], [5.2942, 1.6759, -3.4008], [4.1290, 1.2598, -2.5284], [-3.1431, 2.6058, 0.1415], [-2.3022, 2.2794, 0.4617], [-3.4787, 3.1464, 0.8566], [1.6839, -3.7628, -1.4498], [1.0054, -3.3904, -0.8866], [2.4380, -3.1852, -1.3311], [-1.7004, 5.5027, -0.7669], [-0.8173, 5.8450, -0.9054], [-1.9495, 5.8249, 0.0993], [3.9683, -0.8137, -0.2707], [3.1690, -0.4315, 0.0918], [4.6325, -0.6637, 0.4020], [5.0263, 3.6523, -0.6910], [4.4436, 4.1111, -1.2961], [5.1946, 2.8095, -1.1125], [-2.1891, 0.9506, -1.7392], [-1.6773, 0.5031, -2.4129], [-1.7036, 0.7985, -0.9284], [0.3260, -2.9756, 4.6889], [-0.3274, -2.3051, 4.4899], [0.3523, -3.5251, 3.9055], [-4.8977, 1.7712, 3.6720], [-3.9988, 1.8031, 3.3445], [-5.4313, 1.6123, 2.8934]],
  "atomic_forces_ev_per_a": [[-1.30, 2.56, -0.06], [0.24, 0.23, -1.33], [-0.78, -0.28, 0.51], [1.69, -0.70, 0.27], [-3.99, -0.54, 0.01], [1.97, -0.69, -1.41], [1.06, 0.25, -0.04], [1.11, -1.67, 3.01], [1.19, 0.07, 1.35], [0.65, -0.89, -1.72], [-0.97, 2.29, -0.81], [-0.64, 0.49, -0.55], [0.44, -0.41, 0.52], [-0.64, -1.37, -0.27], [0.56, 0.68, 1.35], [-0.31, -2.80, -0.80], [-0.03, -0.16, 0.27], [1.53, 1.15, 0.38], [-0.85, 0.77, -0.49], [-2.27, -0.07, -1.78], [-0.55, -0.11, 0.71], [0.30, 0.11, 0.43], [2.52, 4.30, -0.46], [-1.66, -4.11, 3.25], [-0.18, -0.04, -0.98], [2.45, 1.16, -1.25], [-1.36, -0.82, 1.07], [-0.14, 0.50, -1.13], [-0.31, -0.47, 0.36], [0.93, 0.71, 0.42], [2.79, -1.75, 0.84], [-0.72, 1.20, 0.63], [-0.68, -0.16, 0.38], [-0.62, -0.38, -1.84], [2.42, 0.33, 0.06], [-0.65, 1.49, 2.51], [-2.11, -1.95, -0.11], [-0.22, 2.24, -3.20], [-1.50, -0.76, -1.00], [1.20, -0.35, -0.64], [1.47, -0.21, 1.63], [-0.51, 2.30, -1.25], [-0.92, -0.99, 1.02], [0.43, -0.44, -0.23], [-0.37, -0.68, 1.37], [-0.64, -1.04, 0.27], [-0.21, -0.05, -0.58], [0.16, -0.77, -1.39], [-0.35, 0.45, 2.43], [0.05, 0.60, 0.63], [0.41, 0.35, 0.71], [0.74, 0.31, 1.16], [1.25, -1.02, -3.68], [-3.12, 2.22, -1.10], [-0.57, -1.54, 1.71], [1.70, 1.16, 0.60], [1.53, -1.27, -1.99], [-1.63, 0.25, 0.37], [0.04, 0.72, 0.16], [0.58, -0.47, 0.40], [0.32, -0.08, 0.66], [-0.06, -0.21, -0.39], [-0.18, 0.35, -0.24], [-0.24, 0.13, 0.46], [0.12, -0.34, -0.42], [0.16, 0.14, -0.09], [0.26, -0.29, -0.43], [0.14, 0.06, -0.15], [-0.32, -0.26, 0.27], [-1.03, 0.45, -0.09], [0.32, 0.05, -0.07], [-0.04, 0.10, 0.19], [0.11, -0.20, -0.23], [-0.29, 0.01, 0.14], [0.23, 0.24, 0.11], [-0.40, -0.13, 0.01], [0.47, 0.26, -0.25], [-0.04, -0.02, 0.17], [0.46, -0.40, -0.47], [-0.56, 0.35, 0.22], [0.09, 0.05, 0.12], [0.31, 0.58, 0.77], [-0.17, 0.08, -0.13], [-0.08, -0.18, -0.27], [-0.62, -0.26, -0.87], [0.05, -0.20, -0.17], [0.11, 0.01, 0.19], [0.22, 0.21, 0.49], [0.05, 0.12, 0.02], [-0.06, -0.49, -0.20], [-0.54, 0.25, 0.39], [0.55, -0.21, -0.19], [0.00, -0.10, -0.23]]
}



Record 3
{
  "formula": "C17H27ClN2O3S2",
  "method": "the ωB97M-V functional and the def2-TZVPD basis",
  "homo_energy_ev": -8.85,
  "gap_ev": 9.43,
  "total_energy_ev": -61383.115,
  "smiles": "CCS[C@H](C)C(=O)N(C)CCOCCN(C)C(=O)c1c(C)csc1Cl",
  "e_lumo_ev": 0.575,
  "total_charge": 0,
  "relative_energy_kcal_mol": 3.0,
  "symbols": ["C", "C", "S", "C", "C", "C", "O", "N", "C", "C", "C", "O", "C", "C", "N", "C", "C", "O", "C", "C", "C", "C", "S", "C", "Cl", "H", "H", "H", "H", "H", "H", "H", "H", "H", "H", "H", "H", "H", "H", "H", "H", "H", "H", "H", "H", "H", "H", "H", "H", "H", "H", "H"],
  "coordinates": [[0.3099, -0.7696, -3.4775], [1.1826, 0.4102, -3.0766], [2.7069, -0.1902, -2.2996], [3.5110, 1.4127, -1.9551], [4.3119, 1.9179, -3.1439], [4.4120, 1.2480, -0.7293], [5.6178, 1.1348, -0.8653], [3.8407, 1.2710, 0.5082], [4.7370, 1.1686, 1.6500], [2.4190, 1.2164, 0.7894], [2.0011, -0.1202, 1.4018], [0.5982, -0.1801, 1.5667], [-0.1040, -0.5002, 0.3667], [-1.2350, 0.4849, 0.1205], [-2.4257, 0.2010, 0.9068], [-2.4976, 0.7880, 2.2339], [-3.2888, -0.7128, 0.4037], [-3.0652, -1.3154, -0.6385], [-4.5501, -0.9905, 1.1579], [-4.8942, -2.3059, 1.6148], [-3.9893, -3.4908, 1.4713], [-6.1274, -2.3311, 2.1843], [-6.9045, -0.8015, 2.1608], [-5.5480, -0.0970, 1.3886], [-5.5571, 1.5682, 0.9718], [-0.6094, -0.4173, -3.9455], [0.8301, -1.4129, -4.1875], [0.0321, -1.3733, -2.6126], [1.4396, 1.0125, -3.9483], [0.6568, 1.0540, -2.3652], [2.7118, 2.1189, -1.7220], [4.7392, 2.8981, -2.9268], [5.1277, 1.2344, -3.3649], [3.6694, 2.0030, -4.0205], [5.6442, 1.7324, 1.4507], [4.2343, 1.5798, 2.5252], [5.0223, 0.1344, 1.8561], [2.1503, 2.0237, 1.4781], [1.8549, 1.3664, -0.1272], [2.3601, -0.9376, 0.7667], [2.4373, -0.2405, 2.3942], [0.5866, -0.4814, -0.4809], [-0.5116, -1.5114, 0.4442], [-0.8986, 1.4952, 0.3624], [-1.5175, 0.4442, -0.9315], [-3.3430, 0.3809, 2.7812], [-1.5815, 0.5651, 2.7818], [-2.6140, 1.8718, 2.1663], [-3.0225, -3.3040, 1.9435], [-4.4310, -4.3709, 1.9358], [-3.7999, -3.6996, 0.4187], [-6.6290, -3.1822, 2.6168]],
  "atomic_forces_ev_per_a": [[0.01, 0.00, 0.00], [-0.01, 0.00, 0.00], [0.00, 0.00, 0.00], [0.00, 0.00, 0.00], [0.00, 0.00, 0.01], [0.01, 0.02, -0.01], [0.01, -0.01, 0.00], [-0.01, 0.00, 0.01], [0.00, 0.00, 0.00], [0.00, -0.02, 0.00], [0.00, -0.02, 0.01], [-0.07, -0.01, 0.02], [0.09, 0.09, -0.02], [-0.07, -0.10, -0.05], [0.05, 0.07, 0.07], [0.00, 0.00, 0.01], [0.01, -0.04, -0.03], [0.00, 0.01, 0.01], [-0.01, 0.00, 0.01], [0.00, 0.00, 0.00], [0.00, 0.00, 0.00], [0.00, 0.00, 0.00], [-0.01, 0.00, 0.01], [0.00, 0.00, 0.00], [0.00, 0.00, 0.00], [0.00, 0.00, 0.00], [0.00, 0.00, 0.00], [0.00, 0.00, 0.00], [0.00, 0.00, 0.00], [0.00, 0.00, 0.00], [0.00, 0.00, 0.00], [0.00, 0.00, 0.00], [0.00, 0.00, 0.00], [0.00, 0.00, 0.00], [0.00, 0.00, 0.00], [0.00, 0.00, 0.00], [0.00, 0.00, 0.00], [0.00, 0.00, 0.00], [-0.01, 0.00, 0.00], [0.00, 0.00, 0.00], [0.00, 0.00, -0.01], [0.00, 0.00, 0.00], [0.01, -0.01, -0.01], [0.00, 0.00, 0.00], [0.01, 0.00, 0.00], [0.01, 0.00, 0.00], [0.00, 0.00, 0.00], [0.00, 0.00, 0.00], [0.00, 0.00, 0.00], [0.00, 0.00, 0.00], [0.00, 0.00, 0.00], [0.00, 0.00, 0.00]]
}